(1)
{"formula": "C44H114N6O20", "method": "the ωB97M-V functional and the def2-TZVPD basis", "homo_ev": -8.3, "e_lumo_ev": 0.31, "smiles": "COCCNCCOC.COCCNCCOC.COCCNCCOC.COCCNCCOC.COCCNCCOC.COCCNCCOC.OCCO.OCCO.OCCO.OCCO", "fmax_ev_per_a": 3.7, "e_above_lowest_ev": 8.299, "charge": 0, "symbols": ["C", "O", "C", "C", "N", "C", "C", "O", "C", "H", "H", "H", "H", "H", "H", "H", "H", "H", "H", "H", "H", "H", "H", "H", "C", "O", "C", "C", "N", "C", "C", "O", "C", "H", "H", "H", "H", "H", "H", "H", "H", "H", "H", "H", "H", "H", "H", "H", "C", "O", "C", "C", "N", "C", "C", "O", "C", "H", "H", "H", "H", "H", "H", "H", "H", "H", "H", "H", "H", "H", "H", "H", "C", "O", "C", "C", "N", "C", "C", "O", "C", "H", "H", "H", "H", "H", "H", "H", "H", "H", "H", "H", "H", "H", "H", "H", "C", "O", "C", "C", "N", "C", "C", "O", "C", "H", "H", "H", "H", "H", "H", "H", "H", "H", "H", "H", "H", "H", "H", "H", "C", "O", "C", "C", "N", "C", "C", "O", "C", "H", "H", "H", "H", "H", "H", "H", "H", "H", "H", "H", "H", "H", "H", "H", "C", "C", "O", "O", "H", "H", "H", "H", "H", "H", "C", "C", "O", "O", "H", "H", "H", "H", "H", "H", "C", "C", "O", "O", "H", "H", "H", "H", "H", "H", "C", "C", "O", "O", "H", "H", "H", "H", "H", "H"], "coordinates": [[1.20, -0.54, -4.53], [1.45, -1.58, -3.63], [2.16, -1.12, -2.43], [1.46, -0.04, -1.60], [-0.01, -0.34, -1.55], [-0.85, 0.58, -0.86], [-0.89, 0.77, 0.71], [0.09, 1.60, 1.24], [1.15, 1.09, 2.08], [2.07, -0.24, -5.10], [0.69, 0.26, -3.99], [0.50, -0.93, -5.27], [3.09, -0.74, -2.85], [2.33, -2.01, -1.82], [1.66, 0.86, -2.19], [1.90, 0.11, -0.61], [-0.33, -0.67, -2.45], [-1.87, 0.38, -1.19], [-0.92, 1.56, -1.32], [-0.60, -0.24, 1.03], [-1.87, 0.88, 1.17], [1.66, 0.29, 1.55], [0.72, 0.68, 2.99], [1.89, 1.85, 2.37], [0.68, -5.28, 3.82], [-0.09, -4.75, 2.75], [0.01, -5.29, 1.46], [-0.56, -4.20, 0.46], [-2.03, -4.21, 0.73], [-2.62, -2.87, 0.58], [-4.22, -2.86, 0.35], [-4.72, -1.58, 0.92], [-6.14, -1.56, 1.26], [1.57, -4.65, 3.87], [0.98, -6.33, 3.75], [0.18, -5.07, 4.77], [-0.26, -6.34, 1.41], [1.05, -5.26, 1.11], [-0.32, -4.33, -0.60], [-0.17, -3.20, 0.66], [-1.81, -4.20, 1.72], [-2.08, -2.30, -0.17], [-2.45, -2.35, 1.52], [-4.62, -3.67, 0.96], [-4.45, -2.94, -0.72], [-6.20, -2.12, 2.19], [-6.77, -2.06, 0.52], [-6.57, -0.57, 1.42], [-1.83, 7.40, 4.33], [-1.54, 6.00, 4.52], [-0.46, 5.46, 3.70], [-0.28, 4.06, 4.03], [0.01, 3.98, 5.51], [-0.25, 2.57, 6.03], [-0.13, 2.59, 7.49], [-0.39, 1.34, 8.15], [-1.60, 1.07, 8.83], [-2.00, 8.04, 5.19], [-2.51, 7.49, 3.49], [-0.87, 7.79, 3.97], [0.54, 5.85, 3.86], [-0.67, 5.83, 2.69], [0.48, 3.50, 3.47], [-1.23, 3.57, 3.83], [-0.67, 4.63, 5.87], [0.36, 1.89, 5.43], [-1.28, 2.30, 5.77], [-0.75, 3.39, 7.88], [0.94, 2.75, 7.64], [-2.45, 1.31, 8.20], [-1.69, 1.63, 9.76], [-1.53, -0.02, 8.84], [6.19, -4.56, -5.61], [6.92, -3.42, -5.74], [6.15, -2.20, -5.71], [5.47, -2.06, -4.39], [6.48, -2.07, -3.32], [5.93, -2.57, -2.08], [5.56, -4.04, -2.16], [4.20, -4.29, -2.60], [3.48, -5.34, -1.95], [6.87, -5.41, -5.60], [5.56, -4.56, -6.50], [5.52, -4.65, -4.76], [5.39, -2.10, -6.48], [6.87, -1.42, -5.92], [4.61, -2.73, -4.38], [4.93, -1.11, -4.46], [7.17, -2.67, -3.75], [5.07, -1.94, -1.84], [6.65, -2.52, -1.26], [5.42, -4.38, -1.14], [6.25, -4.76, -2.60], [2.67, -5.58, -2.64], [3.10, -5.07, -0.96], [4.06, -6.22, -1.68], [-3.96, 2.13, -6.29], [-2.71, 1.42, -6.06], [-1.62, 1.51, -6.93], [-0.94, 2.90, -7.16], [-1.15, 3.87, -6.06], [-0.21, 3.61, -4.97], [-0.34, 4.49, -3.80], [-1.67, 4.37, -3.32], [-2.59, 5.46, -3.40], [-4.70, 1.41, -5.93], [-4.03, 2.40, -7.35], [-4.08, 2.96, -5.59], [-1.83, 1.22, -7.96], [-0.92, 0.72, -6.67], [-1.37, 3.45, -7.99], [0.09, 2.63, -7.40], [-2.06, 3.75, -5.66], [0.79, 3.77, -5.39], [-0.38, 2.65, -4.50], [-0.15, 5.50, -4.17], [0.46, 4.22, -3.10], [-2.75, 5.82, -4.42], [-2.29, 6.26, -2.71], [-3.47, 4.97, -2.99], [-4.50, 4.53, 6.48], [-4.73, 3.09, 6.28], [-4.77, 2.75, 4.92], [-4.60, 1.22, 4.60], [-3.15, 0.97, 4.59], [-2.93, -0.36, 4.00], [-1.82, -1.11, 4.68], [-2.12, -1.50, 6.03], [-1.12, -2.07, 6.81], [-4.54, 4.89, 7.51], [-5.40, 5.07, 6.18], [-3.57, 4.90, 6.04], [-4.12, 3.43, 4.37], [-5.80, 2.95, 4.61], [-5.14, 0.86, 3.73], [-5.17, 0.79, 5.42], [-2.90, 0.90, 5.57], [-2.77, -0.25, 2.93], [-3.85, -0.95, 3.87], [-0.96, -0.44, 4.66], [-1.45, -1.93, 4.07], [-1.45, -2.50, 7.76], [-0.59, -1.25, 7.30], [-0.47, -2.74, 6.25], [-3.67, -1.61, -4.47], [-3.37, -2.93, -3.73], [-4.22, -3.98, -4.10], [-2.73, -0.57, -4.16], [-4.70, -1.27, -4.44], [-3.40, -1.73, -5.52], [-3.45, -2.77, -2.66], [-2.34, -3.27, -3.87], [-3.72, -4.72, -3.76], [-2.55, -0.17, -5.01], [3.88, 3.96, 4.13], [3.98, 4.06, 5.66], [2.86, 4.71, 6.18], [3.65, 5.27, 3.52], [3.18, 3.24, 3.69], [4.77, 3.63, 3.59], [4.80, 4.70, 5.96], [3.99, 3.01, 5.95], [2.03, 4.32, 5.88], [3.25, 5.88, 4.14], [-0.59, -2.63, -7.73], [-1.16, -2.94, -9.10], [-0.71, -4.15, -9.58], [-0.97, -3.64, -6.79], [-0.96, -1.67, -7.39], [0.49, -2.58, -7.86], [-1.21, -2.17, -9.87], [-2.24, -3.05, -8.95], [-0.99, -4.73, -8.86], [-0.33, -3.60, -6.07], [5.21, -2.39, 1.73], [5.34, -0.86, 1.62], [4.45, -0.25, 2.64], [3.91, -2.64, 1.34], [5.44, -2.64, 2.77], [6.00, -2.88, 1.16], [5.28, -0.43, 0.62], [6.36, -0.67, 1.95], [4.98, 0.15, 3.33], [3.42, -1.92, 1.73]]}

(2)
{"formula": "C9H33N12O11", "method": "the ωB97M-V functional and the def2-TZVPD basis", "homo_ev": -7.2, "e_lumo_ev": 1.88, "fmax_ev_per_a": 3.0, "e_above_lowest_ev": 0.000, "charge": -1, "symbols": ["O", "C", "O", "O", "H", "C", "O", "H", "H", "H", "H", "C", "O", "H", "H", "H", "H", "C", "O", "N", "N", "H", "H", "H", "H", "C", "O", "N", "N", "H", "H", "H", "H", "C", "O", "N", "N", "H", "H", "H", "H", "C", "O", "N", "N", "H", "H", "H", "H", "C", "O", "N", "N", "H", "H", "H", "H", "C", "O", "N", "N", "H", "H", "H", "H"], "coordinates": [[-1.49, 0.27, 0.57], [-0.42, -0.55, 0.28], [0.05, -0.55, -0.89], [0.05, -1.29, 1.17], [-1.72, 0.39, -0.38], [1.88, 1.62, 1.60], [2.46, 2.46, 2.60], [1.86, 2.11, 0.63], [2.33, 0.62, 1.51], [0.86, 1.36, 1.90], [1.82, 2.47, 3.31], [-1.64, -4.36, 0.23], [-0.88, -4.12, 1.44], [-0.97, -4.06, -0.58], [-1.81, -5.43, 0.24], [-2.57, -3.80, 0.24], [-0.56, -3.21, 1.37], [-2.04, -0.63, -4.47], [-2.43, -1.09, -5.54], [-2.34, 0.60, -4.03], [-1.25, -1.34, -3.60], [-3.02, 1.11, -4.55], [-2.10, 1.04, -3.14], [-0.91, -2.21, -3.95], [-0.90, -0.88, -2.76], [-3.28, 2.80, 3.26], [-4.37, 2.48, 2.78], [-2.10, 2.24, 2.93], [-3.18, 3.78, 4.22], [-1.36, 2.20, 3.60], [-2.21, 1.55, 2.20], [-4.12, 4.04, 4.50], [-2.58, 4.58, 4.13], [2.43, -3.20, -1.56], [3.15, -4.11, -1.99], [1.42, -2.63, -2.24], [2.58, -2.70, -0.30], [1.12, -3.12, -3.06], [0.98, -1.81, -1.85], [1.90, -2.10, 0.16], [3.29, -3.01, 0.33], [1.65, -2.02, 4.61], [2.25, -1.83, 5.67], [1.21, -0.98, 3.85], [1.35, -3.21, 4.03], [0.64, -1.13, 3.02], [1.37, -0.07, 4.23], [1.47, -4.12, 4.45], [0.94, -3.26, 3.11], [2.29, 1.38, -3.22], [3.17, 1.95, -3.87], [1.01, 1.18, -3.65], [2.51, 0.85, -1.98], [0.41, 0.78, -2.95], [0.65, 1.43, -4.55], [3.46, 0.59, -1.78], [1.74, 0.37, -1.55], [-0.88, 2.98, -1.40], [-1.75, 2.21, -1.83], [-0.23, 3.92, -2.15], [-0.58, 3.09, -0.09], [0.40, 4.60, -1.78], [-0.20, 3.78, -3.15], [0.07, 3.75, 0.27], [-0.88, 2.26, 0.41]]}

(3)
{"formula": "C6H12I2Si", "method": "the ωB97M-V functional and the def2-TZVPD basis", "homo_ev": -8.4, "e_lumo_ev": -0.15, "fmax_ev_per_a": 2.8, "charge": 0, "symbols": ["C", "C", "C", "Si", "C", "I", "C", "C", "I", "H", "H", "H", "H", "H", "H", "H", "H", "H", "H", "H", "H"], "coordinates": [[-1.45, -3.11, -0.98], [-2.09, -2.45, 0.10], [-1.36, -1.22, 0.82], [-1.02, 0.07, -0.54], [0.13, 1.52, -0.03], [0.08, 2.92, -1.74], [1.64, 1.13, 0.26], [2.62, 2.41, 0.39], [1.88, 0.06, 2.18], [-2.00, -3.31, -1.95], [-0.38, -3.45, -0.92], [-3.08, -2.85, 0.43], [-2.05, -0.85, 1.65], [-0.45, -1.66, 1.32], [-0.56, -0.55, -1.81], [-2.33, 0.68, -0.87], [-0.26, 2.09, 0.87], [2.03, 0.45, -0.56], [3.40, 2.38, -0.43], [2.05, 3.38, 0.44], [3.21, 2.34, 1.36]]}

(4)
{"formula": "C16H20F12O8", "method": "the ωB97M-V functional and the def2-TZVPD basis", "homo_ev": -10.9, "e_lumo_ev": -0.26, "smiles": "CCOC(=O)C(F)(F)F.CCOC(=O)C(F)(F)F.CCOC(=O)C(F)(F)F.CCOC(=O)C(F)(F)F", "fmax_ev_per_a": 7.5, "e_above_lowest_ev": 6.549, "charge": 0, "symbols": ["C", "C", "O", "C", "O", "C", "F", "F", "F", "H", "H", "H", "H", "H", "C", "C", "O", "C", "O", "C", "F", "F", "F", "H", "H", "H", "H", "H", "C", "C", "O", "C", "O", "C", "F", "F", "F", "H", "H", "H", "H", "H", "C", "C", "O", "C", "O", "C", "F", "F", "F", "H", "H", "H", "H", "H"], "coordinates": [[0.38, 1.66, 3.01], [0.60, 0.18, 3.28], [0.91, -0.36, 1.98], [0.28, -1.29, 1.40], [-0.71, -1.83, 1.85], [0.91, -1.40, -0.09], [0.17, -2.51, -0.74], [0.57, -0.28, -0.74], [2.18, -1.72, -0.12], [1.04, 2.13, 2.37], [0.47, 2.13, 4.05], [-0.60, 1.91, 2.76], [-0.22, -0.31, 3.69], [1.48, -0.04, 3.95], [-2.60, -8.71, -2.81], [-2.45, -7.65, -1.62], [-3.23, -6.50, -2.02], [-3.74, -5.69, -1.09], [-3.61, -5.70, 0.12], [-4.45, -4.39, -1.76], [-4.21, -3.22, -1.11], [-4.11, -4.26, -3.01], [-5.85, -4.62, -1.72], [-3.70, -9.05, -2.79], [-1.94, -9.48, -2.60], [-2.54, -8.23, -3.69], [-1.50, -7.28, -1.38], [-2.83, -8.09, -0.57], [7.23, 4.20, 1.23], [5.89, 3.68, 0.88], [5.06, 4.79, 0.79], [3.63, 4.84, 0.66], [2.98, 3.85, 0.99], [3.02, 6.14, 0.27], [1.77, 5.97, -0.33], [2.51, 6.83, 1.35], [3.76, 6.99, -0.36], [7.70, 5.07, 0.48], [7.91, 3.58, 1.01], [7.36, 4.71, 2.17], [5.36, 2.79, 1.49], [5.96, 3.23, -0.14], [-3.25, 0.15, -1.56], [-2.71, 0.84, -0.38], [-1.90, 1.94, -0.77], [-1.80, 3.08, -0.07], [-2.34, 3.14, 1.00], [-0.94, 4.15, -0.79], [-1.62, 4.33, -1.99], [-0.96, 5.29, -0.13], [0.27, 3.69, -1.01], [-3.68, 0.83, -2.08], [-3.85, -0.87, -1.60], [-2.58, -0.02, -2.26], [-1.96, 0.31, 0.21], [-3.49, 1.05, 0.32]]}

Per-record energy, hartree: -3577.5236 -1847.8187 -1120.5822 -2421.8280
Per-record HOMO-LUMO gap, eV: 8.620 9.093 8.236 10.666